No. 1
{
  "formula": "C16H30B2INO12P3",
  "method": "the ωB97M-V functional and the def2-TZVPD basis",
  "species": ["C", "B", "O", "C", "C", "C", "C", "N", "C", "C", "O", "B", "P", "P", "O", "O", "O", "P", "C", "C", "O", "C", "I", "H", "H", "H", "H", "H", "H", "H", "H", "H", "H", "H", "H", "H", "H", "H", "H", "H", "H", "C", "O", "C", "O", "O", "C", "H", "H", "H", "H", "H", "H", "C", "O", "C", "O", "O", "C", "H", "H", "H", "H", "H", "H"],
  "positions_angstrom": [[1.80, -4.57, 1.41], [2.70, -3.34, 1.07], [4.04, -3.38, 1.34], [2.03, -2.03, 0.35], [3.11, -1.44, -0.51], [3.83, -0.30, -0.16], [4.83, 0.13, -1.03], [5.18, -0.45, -2.17], [4.47, -1.53, -2.51], [3.45, -2.04, -1.72], [0.90, -2.34, -0.44], [-0.31, -1.85, 0.24], [-0.90, -0.07, -0.47], [-1.99, -0.41, -2.29], [-3.22, 0.42, -2.30], [-1.06, -0.01, -3.54], [-2.27, -1.95, -2.51], [-1.73, -3.24, 0.22], [-1.98, -3.92, 1.92], [-1.18, -4.63, -0.88], [0.17, -1.52, 1.61], [1.46, -1.07, 1.44], [2.34, -1.23, 3.44], [1.07, -4.26, 2.16], [1.27, -4.88, 0.51], [2.37, -5.42, 1.78], [4.38, -2.52, 1.62], [3.63, 0.23, 0.76], [5.40, 1.00, -0.74], [4.73, -2.02, -3.44], [2.91, -2.91, -2.05], [-1.94, 0.33, 0.38], [-1.44, 0.83, -3.83], [-2.83, -2.28, -1.78], [-2.05, -5.00, 1.91], [-1.17, -3.65, 2.59], [-2.91, -3.52, 2.31], [-0.09, -4.75, -0.89], [-1.51, -4.43, -1.89], [-1.60, -5.55, -0.50], [1.54, -0.02, 1.17], [-9.31, 3.21, 0.21], [-7.93, 3.51, 0.09], [-7.29, 2.80, -0.86], [-7.82, 1.98, -1.57], [-6.02, 3.17, -0.87], [-5.20, 2.48, -1.83], [-9.70, 3.85, 1.00], [-9.84, 3.43, -0.72], [-9.46, 2.17, 0.48], [-5.56, 2.67, -2.84], [-5.18, 1.41, -1.64], [-4.20, 2.87, -1.73], [5.21, 5.36, 3.43], [4.16, 4.63, 2.81], [4.17, 4.67, 1.48], [4.98, 5.25, 0.80], [3.15, 3.95, 1.03], [3.04, 3.90, -0.39], [5.08, 5.25, 4.50], [6.18, 4.96, 3.14], [5.16, 6.42, 3.17], [3.92, 3.44, -0.83], [2.88, 4.89, -0.81], [2.17, 3.28, -0.62]],
  "nbo_charge": [-1.039, 1.072, -0.911, -0.228, 0.158, -0.320, 0.035, -0.439, 0.034, -0.276, -0.739, 0.397, -0.198, 2.103, -1.170, -0.987, -1.020, 0.418, -0.908, -0.903, -0.758, 0.079, 0.001, 0.256, 0.243, 0.222, 0.497, 0.221, 0.176, 0.186, 0.227, 0.027, 0.506, 0.522, 0.217, 0.224, 0.224, 0.212, 0.232, 0.214, 0.194, -0.253, -0.504, 0.978, -0.649, -0.496, -0.256, 0.186, 0.187, 0.190, 0.179, 0.230, 0.203, -0.254, -0.492, 0.979, -0.650, -0.487, -0.259, 0.193, 0.191, 0.188, 0.194, 0.187, 0.211],
  "energy_ha": -2957.08629,
  "orbital_gap_ev": 6.819,
  "lumo_energy_ev": 2.16,
  "e_homo_ev": -4.7,
  "total_charge": -1
}

No. 2
{
  "formula": "C16H30ClNNbO14P",
  "method": "the ωB97M-V functional and the def2-TZVPD basis",
  "species": ["C", "C", "C", "Nb", "N", "C", "C", "O", "O", "C", "C", "O", "Cl", "C", "O", "O", "P", "O", "O", "O", "H", "H", "H", "H", "H", "H", "H", "H", "H", "H", "H", "H", "H", "H", "C", "C", "O", "C", "O", "O", "C", "H", "H", "H", "H", "H", "H", "H", "H", "C", "C", "O", "C", "O", "O", "C", "H", "H", "H", "H", "H", "H", "H", "H"],
  "positions_angstrom": [[1.33, -3.95, 1.98], [0.16, -3.27, 2.61], [-0.81, -2.16, 1.90], [-0.06, -0.01, 2.00], [-0.05, -0.06, 4.16], [2.13, -0.64, 2.07], [3.22, 0.58, 1.99], [3.97, 0.80, 0.87], [3.48, 1.46, 3.14], [-2.28, 0.65, 1.97], [-2.81, 0.85, 3.55], [-2.67, 2.05, 4.11], [-3.60, -0.64, 4.38], [0.47, 2.22, 2.05], [0.03, 3.00, 3.06], [1.25, 2.93, 1.00], [0.12, 0.08, -0.55], [-0.65, -1.08, -1.31], [-0.57, 1.61, -1.05], [1.80, -0.01, -1.10], [2.22, -4.26, 2.70], [1.48, -4.14, 0.83], [-0.11, -3.63, 3.72], [-1.07, -2.55, 0.82], [-1.84, -2.18, 2.50], [0.46, 0.83, 4.44], [0.61, -0.85, 4.43], [2.27, -1.26, 3.08], [2.32, -1.34, 1.12], [3.48, 0.92, 4.00], [-2.88, -0.18, 1.40], [-2.31, 1.70, 1.42], [-0.68, 1.58, -2.05], [1.97, -1.00, -1.28], [5.46, -1.38, -3.96], [5.38, -2.37, -2.82], [4.27, -3.26, -2.98], [4.41, -4.23, -3.91], [5.40, -4.41, -4.61], [3.26, -4.95, -3.96], [3.24, -5.94, -4.98], [4.51, -0.84, -4.07], [6.26, -0.66, -3.80], [5.65, -1.88, -4.92], [5.23, -1.83, -1.88], [6.31, -2.94, -2.71], [4.11, -6.61, -4.90], [3.21, -5.46, -5.96], [2.34, -6.54, -4.86], [-3.13, 4.67, 0.58], [-3.61, 3.58, -0.36], [-4.99, 3.26, -0.12], [-5.89, 4.16, -0.59], [-5.63, 5.20, -1.19], [-7.13, 3.73, -0.25], [-8.17, 4.65, -0.59], [-3.32, 4.40, 1.62], [-2.06, 4.85, 0.44], [-3.66, 5.62, 0.40], [-3.04, 2.67, -0.17], [-3.45, 3.85, -1.41], [-8.13, 4.91, -1.65], [-8.10, 5.54, 0.04], [-9.13, 4.16, -0.39]],
  "nbo_charge": [-0.536, -0.164, -0.996, 1.714, -1.178, -1.000, 0.809, -0.624, -0.718, -0.963, 0.562, -0.557, -0.154, 0.354, -0.699, -0.780, 1.721, -1.148, -0.970, -0.986, 0.188, 0.207, 0.194, 0.276, 0.246, 0.409, 0.358, 0.231, 0.265, 0.467, 0.247, 0.274, 0.471, 0.481, -0.641, -0.076, -0.484, 0.987, -0.661, -0.490, -0.254, 0.228, 0.216, 0.210, 0.220, 0.179, 0.189, 0.184, 0.193, -0.650, -0.075, -0.487, 0.986, -0.658, -0.501, -0.253, 0.229, 0.250, 0.197, 0.226, 0.179, 0.190, 0.184, 0.183],
  "energy_ha": -2594.03737,
  "orbital_gap_ev": 5.033,
  "lumo_energy_ev": 3.70,
  "e_homo_ev": -1.3,
  "total_charge": -2
}

No. 3
{
  "formula": "C16H30FN4O2S",
  "method": "the ωB97M-V functional and the def2-TZVPD basis",
  "species": ["O", "S", "O", "F", "C", "C", "C", "C", "N", "H", "H", "H", "H", "H", "H", "H", "H", "H", "C", "C", "C", "C", "N", "H", "H", "H", "H", "H", "H", "H", "C", "C", "C", "C", "N", "H", "H", "H", "H", "H", "H", "H", "C", "C", "C", "C", "N", "H", "H", "H", "H", "H", "H", "H"],
  "positions_angstrom": [[-0.45, 0.19, 0.36], [-0.35, -1.14, 0.86], [-0.10, -2.16, -0.09], [-1.58, -1.43, 1.72], [0.98, -1.08, 2.04], [2.28, -0.43, 1.65], [3.02, -0.49, 3.03], [2.44, -1.80, 3.69], [1.48, -2.34, 2.66], [0.61, -0.50, 2.89], [2.91, -1.05, 1.00], [2.19, 0.53, 1.18], [4.09, -0.53, 2.96], [2.62, 0.33, 3.61], [1.80, -1.50, 4.51], [3.18, -2.51, 4.01], [0.79, -3.01, 3.00], [2.01, -2.81, 1.92], [-3.78, -3.87, -0.07], [-3.13, -3.57, -1.41], [-4.15, -3.26, -2.51], [-5.05, -4.40, -2.72], [-5.75, -5.29, -2.89], [-4.41, -4.75, -0.11], [-3.02, -4.05, 0.69], [-4.39, -3.02, 0.27], [-2.52, -4.42, -1.71], [-2.45, -2.72, -1.31], [-3.64, -3.04, -3.45], [-4.75, -2.39, -2.24], [-4.55, 2.56, -2.78], [-3.08, 2.15, -2.81], [-2.42, 2.21, -1.43], [-2.46, 3.57, -0.88], [-2.48, 4.64, -0.45], [-4.67, 3.60, -2.46], [-4.99, 2.48, -3.77], [-5.13, 1.93, -2.10], [-2.54, 2.80, -3.50], [-3.00, 1.14, -3.19], [-1.38, 1.90, -1.49], [-2.93, 1.55, -0.73], [4.50, 3.81, 1.25], [5.17, 3.70, -0.11], [4.85, 2.38, -0.83], [5.32, 1.23, -0.05], [5.70, 0.34, 0.56], [4.85, 3.04, 1.93], [4.73, 4.77, 1.71], [3.41, 3.73, 1.17], [6.25, 3.80, 0.00], [4.84, 4.53, -0.75], [5.33, 2.35, -1.81], [3.77, 2.28, -0.98]],
  "nbo_charge": [-0.878, 2.428, -0.876, -0.439, -0.347, -0.424, -0.407, -0.225, -0.501, 0.255, 0.241, 0.281, 0.274, 0.230, 0.226, 0.257, 0.457, 0.446, -0.614, -0.378, -0.508, 0.273, -0.308, 0.231, 0.198, 0.203, 0.213, 0.196, 0.252, 0.241, -0.615, -0.379, -0.507, 0.280, -0.323, 0.222, 0.223, 0.201, 0.213, 0.203, 0.245, 0.235, -0.614, -0.382, -0.516, 0.316, -0.379, 0.205, 0.233, 0.198, 0.218, 0.222, 0.265, 0.239],
  "energy_ha": -1494.90212,
  "orbital_gap_ev": 9.612,
  "lumo_energy_ev": -3.75,
  "e_homo_ev": -13.4,
  "total_charge": 1
}

No. 4
{
  "formula": "C16H30N2O12",
  "method": "the ωB97M-V functional and the def2-TZVPD basis",
  "species": ["C", "C", "N", "H", "H", "H", "C", "C", "N", "H", "H", "H", "C", "O", "C", "O", "O", "C", "H", "H", "H", "H", "H", "H", "C", "O", "C", "O", "O", "C", "H", "H", "H", "H", "H", "H", "C", "O", "C", "O", "O", "C", "H", "H", "H", "H", "H", "H", "C", "O", "C", "O", "O", "C", "H", "H", "H", "H", "H", "H"],
  "positions_angstrom": [[4.01, 3.18, -2.97], [2.62, 3.51, -2.76], [1.49, 3.88, -2.61], [4.43, 2.77, -2.05], [4.56, 4.06, -3.29], [4.19, 2.39, -3.70], [2.80, -0.01, 4.59], [3.81, -1.08, 4.35], [4.65, -1.89, 4.23], [3.10, 0.71, 5.35], [1.87, -0.49, 4.92], [2.58, 0.46, 3.63], [-1.32, -4.11, -4.61], [-1.35, -3.30, -3.43], [-0.64, -3.76, -2.37], [0.03, -4.80, -2.25], [-0.71, -2.78, -1.47], [-0.19, -2.88, -0.17], [-0.32, -4.47, -4.85], [-1.71, -3.72, -5.55], [-1.97, -4.98, -4.50], [-0.52, -2.01, 0.40], [0.90, -2.89, -0.13], [-0.60, -3.74, 0.35], [3.55, -1.56, 1.06], [2.29, -1.20, 0.52], [1.79, 0.07, 0.52], [2.19, 1.05, 1.17], [0.69, 0.05, -0.25], [-0.12, 1.17, -0.36], [3.37, -2.25, 1.88], [4.21, -0.76, 1.41], [4.13, -2.24, 0.43], [-1.09, 1.00, -0.83], [0.34, 2.02, -0.87], [-0.23, 1.57, 0.65], [1.16, 3.12, 4.91], [-0.02, 3.03, 4.13], [-0.62, 1.84, 3.80], [-0.29, 0.78, 4.32], [-1.54, 2.06, 2.91], [-2.57, 1.18, 2.55], [1.14, 4.03, 5.51], [2.11, 3.07, 4.37], [1.21, 2.27, 5.60], [-3.20, 0.97, 3.42], [-2.29, 0.18, 2.23], [-3.19, 1.50, 1.71], [-5.81, 0.72, -1.75], [-4.99, 0.31, -2.82], [-3.74, -0.02, -2.57], [-3.29, -0.16, -1.42], [-3.09, 0.02, -3.73], [-1.69, -0.10, -3.76], [-6.11, -0.08, -1.07], [-6.73, 1.12, -2.17], [-5.40, 1.62, -1.28], [-1.20, 0.64, -3.12], [-1.26, 0.07, -4.75], [-1.41, -1.10, -3.44]],
  "nbo_charge": [-1.012, 0.242, -0.383, 0.243, 0.237, 0.235, -0.761, 0.306, -0.383, 0.241, 0.267, 0.283, -0.299, -0.508, 0.968, -0.647, -0.497, -0.271, 0.198, 0.199, 0.179, 0.203, 0.209, 0.171, -0.345, -0.533, 0.940, -0.669, -0.504, -0.297, 0.188, 0.204, 0.192, 0.214, 0.208, 0.183, -0.283, -0.517, 0.992, -0.667, -0.489, -0.288, 0.189, 0.191, 0.188, 0.182, 0.200, 0.211, -0.276, -0.503, 0.979, -0.664, -0.492, -0.318, 0.190, 0.185, 0.189, 0.191, 0.192, 0.218],
  "energy_ha": -1639.95144,
  "multiplicity": 2,
  "orbital_gap_ev": [1.639, 10.672],
  "lumo_energy_ev": [2.45, 2.38],
  "e_homo_ev": [0.8, -8.3],
  "total_charge": -1
}

Molar mass for the records above, in order: 669.9; 619.7; 361.5; 442.4 g/mol